Computed, not measured: 4 unconnected molecules or ions with the total composition C39H57N2O14S5 in a non-equilibrium geometry, with ωB97M-V/def2-TZVPD.

XYZ file:
```
117
C39H57N2O14S5 (ωB97M-V/def2-TZVPD)
C -1.48598 0.03983 2.06152
C -1.07753 -1.37235 1.28551
C -2.50840 -2.22232 1.15979
N -2.72765 -2.94196 2.50090
C -4.16940 -2.64553 2.84839
C -4.36665 -1.09999 3.45691
O -5.05891 -0.24093 2.69255
O -3.79088 -0.63076 4.72826
C -2.45213 -4.41796 2.32261
C -0.87995 -4.74429 1.85437
C 0.16801 -4.52699 3.09742
C 1.59814 -3.83163 2.68183
S 2.48388 -3.38989 4.27167
C 3.09081 -1.62157 4.28847
S 4.07345 -1.14372 2.94110
N 2.85863 -0.57322 5.33967
C 1.83176 0.45922 4.96942
C 2.37317 1.73472 4.03246
C 1.35857 2.95582 3.53538
C -0.24553 3.00149 3.97385
C -0.76720 1.74062 4.91420
C 0.24727 0.49387 5.37501
C 2.73399 -1.10589 6.73704
C 1.54903 -2.04976 7.35691
C 1.44800 -2.62010 8.89244
C 2.64196 -2.18731 9.94009
C 3.85351 -1.19132 9.38468
C 3.93361 -0.64955 7.80997
C -2.65461 -5.30377 3.72681
O -2.72356 -6.65420 3.58345
O -2.72482 -4.67566 5.07890
O -0.44682 -1.15667 -0.02611
C 0.94561 -0.69560 0.08889
C 1.80289 -1.50209 -1.07776
C 1.34061 -3.03114 -1.48126
C 2.10554 -3.92446 -2.66805
C 3.36695 -3.26738 -3.48667
C 3.85256 -1.74727 -3.07278
C 3.08454 -0.86473 -1.87986
H -1.65505 -0.27842 3.19979
H -2.52857 0.47498 1.70965
H -0.66521 0.87465 1.95780
H -0.42512 -1.97774 2.05259
H -2.35802 -2.96218 0.25875
H -3.37585 -1.48921 0.87818
H -4.64507 -3.35315 3.65049
H -4.86237 -2.72938 1.88525
H -2.91033 -1.09622 4.85432
H -3.12579 -4.83233 1.46022
H -0.87926 -5.91430 1.62027
H -0.58179 -4.21647 0.85360
H 0.40690 -5.57524 3.61105
H -0.28050 -3.85601 3.97457
H 1.51216 -2.96631 1.89838
H 2.24541 -4.68732 2.16402
H 3.51803 1.74617 3.69227
H 1.73812 3.86900 2.87084
H -0.99072 3.83962 3.63927
H -1.91643 1.78057 5.23395
H -0.21808 -0.37271 6.00746
H 0.68102 -2.37704 6.60609
H 0.53221 -3.31611 9.15851
H 2.57538 -2.60871 11.03152
H 4.66542 -0.89031 10.20392
H 4.82961 0.05019 7.51752
H 0.95706 0.46254 -0.15480
H 1.31308 -0.91108 1.18154
H 0.43094 -3.55476 -0.96313
H 1.71608 -5.01478 -2.89606
H 3.88973 -3.89864 -4.34215
H 4.75117 -1.24525 -3.65014
H 3.46239 0.21508 -1.62563
O 7.36138 -0.50448 -7.28757
S 7.00935 0.52520 -6.33479
O 6.24096 0.23948 -5.14033
O 6.30415 1.76237 -7.12605
C 5.14993 1.49573 -7.91365
C 3.92719 1.25764 -7.04866
C 8.48768 1.37629 -5.84433
H 5.33022 0.65185 -8.58789
H 4.97659 2.37798 -8.53995
H 4.03361 0.34519 -6.45432
H 3.02874 1.15116 -7.66451
H 3.78195 2.08505 -6.34663
H 9.06415 1.63315 -6.73410
H 9.06374 0.70373 -5.20511
H 8.21274 2.27216 -5.28428
O 2.21523 2.57299 -10.09452
S 1.68205 3.89703 -9.86085
O 1.54398 4.44785 -8.52806
O 0.25591 4.03962 -10.63530
C -0.77482 3.10503 -10.33907
C -1.40130 3.37614 -8.98480
C 2.59595 5.05997 -10.84201
H -0.39531 2.07981 -10.40334
H -1.54145 3.21464 -11.11427
H -0.68306 3.21240 -8.17582
H -2.25549 2.71436 -8.81091
H -1.73599 4.41608 -8.91374
H 2.67988 4.67981 -11.86104
H 3.58808 5.16487 -10.39765
H 2.08036 6.02210 -10.82468
O -7.70446 4.21265 0.70887
S -8.38097 4.25347 1.98661
O -7.88767 5.04582 3.09460
O -8.63012 2.72915 2.50464
C -7.50773 1.86606 2.64229
C -6.67727 2.22093 3.86065
C -10.08077 4.68747 1.71707
H -6.90055 1.87544 1.73098
H -7.89658 0.84848 2.76064
H -6.21551 3.20691 3.75219
H -5.87486 1.49205 4.01126
H -7.30182 2.25406 4.75920
H -10.48227 4.07475 0.90876
H -10.11601 5.74346 1.44063
H -10.63883 4.52942 2.64196
```

Its net charge is -1. For the HOMO energy, the calculation gives -5.053 eV. The HOMO-LUMO gap comes out at 0.2215 Ha.


Computed, not measured: a molecular structure, C38H38AsBO5V in a non-equilibrium geometry, with ωB97M-V/def2-TZVPD.

XYZ file:
```
84
C38H38AsBO5V (ωB97M-V/def2-TZVPD)
V -0.07724 -0.62488 -0.12641
O -0.17797 0.72474 1.23261
C 0.03210 0.46861 2.71088
C 0.50712 -0.99189 2.59388
O 0.92334 -1.67991 3.47094
O 0.41251 -1.58201 1.31610
C 1.14887 1.34452 3.21958
C 1.41761 1.26679 4.56701
C 2.48205 2.00362 5.12150
C 3.20864 2.84989 4.30479
C 2.97400 2.87773 2.91663
C 1.95588 2.08279 2.35848
C -1.38506 0.55677 3.37063
C -1.89078 1.75613 3.84993
C -3.27410 1.83817 4.13973
C -4.15509 0.76896 3.87167
C -3.59050 -0.43445 3.43532
C -2.22667 -0.54500 3.19304
H -0.70951 1.51135 1.08693
H 0.80403 0.65315 5.22036
H 2.74143 1.88473 6.17091
H 4.09164 3.32337 4.67425
H 3.62228 3.47719 2.27306
H 1.73321 2.16406 1.30697
H -1.23654 2.60793 4.01535
H -3.59814 2.77473 4.56382
H -5.19755 0.84856 4.06570
H -4.19286 -1.32668 3.27885
H -1.88399 -1.47004 2.75353
C -7.15992 -1.56406 -1.22678
C -6.49837 -1.26098 -2.39216
C -5.11259 -0.95065 -2.37470
C -4.41505 -0.99067 -1.16398
C -5.10842 -1.34443 -0.00050
C -6.44721 -1.61956 -0.04279
As -2.53080 -0.63901 -1.04969
C -1.59146 -2.40412 -0.98579
C -2.01894 -3.44432 -0.15556
C -1.19867 -4.52882 0.03434
C 0.04915 -4.63572 -0.56555
C 0.47761 -3.60845 -1.36606
C -0.33088 -2.48937 -1.59495
C -1.75441 0.04059 -2.67650
C -0.81292 1.02848 -2.41222
C 0.00762 1.50862 -3.45883
C -0.03422 0.85676 -4.67564
C -0.88980 -0.21547 -4.89449
C -1.79981 -0.60077 -3.91955
H -8.23211 -1.75561 -1.21906
H -7.01991 -1.18664 -3.33458
H -4.60852 -0.67073 -3.28326
H -4.63519 -1.37715 0.96664
H -6.98599 -1.92574 0.85115
H -2.99042 -3.38836 0.33855
H -1.56796 -5.29733 0.70965
H 0.69970 -5.47201 -0.38596
H 1.48425 -3.61624 -1.81084
H -0.04459 -1.74854 -2.36147
H -0.83263 1.53693 -1.46085
H 0.69381 2.33844 -3.29904
H 0.57149 1.27210 -5.47677
H -0.92679 -0.68100 -5.86898
H -2.51730 -1.39700 -4.09874
C 4.41365 2.75223 -0.88136
C 3.72092 1.66144 -1.63801
C 3.82614 1.92285 -3.11155
O 2.29991 1.60600 -1.21697
B 1.96443 0.31023 -1.13718
O 2.94821 -0.59864 -1.39426
C 4.18990 0.18605 -1.26658
C 5.31702 -0.38409 -2.09221
C 4.60263 0.09123 0.18010
H 4.13095 3.69175 -1.33388
H 5.50456 2.66130 -0.92843
H 4.08237 2.77807 0.16620
H 3.35168 2.85735 -3.37808
H 3.39031 1.09293 -3.67357
H 4.89151 1.95234 -3.40265
H 5.10187 -0.50852 -3.15624
H 5.55046 -1.37950 -1.68887
H 6.22912 0.21870 -2.01241
H 3.82932 0.50338 0.80734
H 5.52922 0.63674 0.38898
H 4.74837 -0.94998 0.46852
```

As for the energy above the lowest of the compared OMol25 structures with the same formula, charge and spin: 3.7 kJ/mol. Its expectation value of S² is 1.01. Its net charge is +2. As for the spin multiplicity: 2. For the HOMO energy (alpha / beta), the calculation gives -14.135 / -14.137 eV. The HOMO-LUMO gap (alpha / beta) comes out at 0.2451 / 0.2687 Ha.


Computed, not measured: 3 unconnected molecules or ions with the total composition C31H49FN2O4S in a non-equilibrium geometry, with ωB97M-V/def2-TZVPD.

XYZ file:
```
88
C31H49FN2O4S (ωB97M-V/def2-TZVPD)
C -4.10468 0.72881 -5.90679
C -3.19088 0.60631 -7.23143
C -1.82851 1.49043 -7.09519
C -0.73961 0.83370 -6.11061
C -0.17134 -0.59508 -6.60241
C -0.51725 -1.81751 -5.57929
C 0.77281 -2.23781 -4.70382
C 0.33372 -2.63986 -3.19401
C 1.52745 -2.37003 -2.11800
C 1.00676 -1.61987 -0.78133
C 2.14476 -0.64802 -0.14077
C 2.52072 -1.25530 1.29904
C 3.79061 -0.58414 2.01859
C 3.84362 1.02155 1.96894
C 3.38083 1.73266 3.36217
C 1.88237 1.35740 3.79655
C 0.80229 2.55378 3.50168
C -0.64167 1.92075 3.80480
C -1.89330 2.70408 3.16940
C -1.51994 3.91589 2.20304
O -0.99437 3.74524 1.06884
F -1.81607 5.27516 2.56713
C -0.73405 1.74823 5.42721
O 0.03546 0.59459 5.88599
S 1.69393 0.82529 5.55952
O 2.35253 -0.53011 5.79058
O 2.31042 1.81927 6.50766
H -4.57670 1.77396 -5.91309
H -4.96479 -0.04145 -6.01614
H -3.49150 0.52271 -4.95419
H -2.83771 -0.47493 -7.43029
H -3.80218 1.03565 -8.11709
H -2.14678 2.53153 -6.68930
H -1.41363 1.68704 -8.15162
H -1.12994 0.77987 -5.02443
H 0.16179 1.56416 -6.09734
H 0.97127 -0.47832 -6.74207
H -0.62045 -0.90560 -7.62480
H -0.77832 -2.72790 -6.23358
H -1.44083 -1.56332 -4.93314
H 1.59606 -1.44241 -4.71420
H 1.21577 -3.19355 -5.16874
H 0.11170 -3.77763 -3.22607
H -0.65504 -2.13394 -2.89833
H 2.43608 -1.85417 -2.60931
H 1.87480 -3.42287 -1.78072
H 0.76142 -2.42748 0.00352
H 0.02217 -1.05902 -0.98884
H 1.63744 0.39077 -0.03658
H 3.05321 -0.58247 -0.83317
H 2.79892 -2.36926 1.12013
H 1.56070 -1.27370 1.93039
H 4.75299 -1.01392 1.56131
H 3.79025 -0.91500 3.13267
H 3.31007 1.50297 1.08059
H 4.96382 1.30772 1.85941
H 3.47980 2.87479 3.19529
H 4.15480 1.48087 4.18870
H 1.51498 0.47180 3.14937
H 1.06240 3.41013 4.23343
H 0.98634 2.86058 2.41634
H -0.63420 0.83813 3.38803
H -2.49392 1.92279 2.55931
H -2.56718 3.07752 4.02285
H -0.38747 2.72919 5.92393
H -1.84411 1.58798 5.66510
C -7.44246 -4.24379 -4.64412
C -7.86964 -3.14382 -3.91438
C -7.58556 -1.88021 -4.40673
N -6.91622 -1.65572 -5.54958
C -6.51279 -2.73816 -6.23500
C -6.75031 -4.04154 -5.82950
H -7.64676 -5.24934 -4.29228
H -8.41137 -3.26499 -2.98449
H -7.90139 -0.98909 -3.87382
H -5.97245 -2.52858 -7.15299
H -6.40272 -4.87709 -6.42437
C 4.61883 0.34695 9.05470
C 4.40477 1.65534 8.64584
C 5.27752 2.63323 9.09641
N 6.31870 2.38996 9.91043
C 6.50149 1.11545 10.29210
C 5.68815 0.06648 9.89426
H 3.95828 -0.44698 8.72226
H 3.57875 1.90901 7.99140
H 5.15404 3.67063 8.80202
H 7.34784 0.94731 10.95086
H 5.88469 -0.94365 10.23220
```

For the HOMO energy, the calculation gives -9.189 eV. The HOMO-LUMO gap comes out at 0.3373 Ha. The SMILES is CCCCCCCCCCCCCCC[C@@H]1C[C@H](CC(=O)F)COS1(=O)=O.c1ccncc1.c1ccncc1.


Computed, not measured: C4H5N3O in the gas phase in a non-equilibrium geometry, with ωB97M-V/def2-TZVPD.

XYZ file:
```
13
C4H5N3O (ωB97M-V/def2-TZVPD)
N 1.59351 1.18013 0.75323
N 0.54781 0.30732 0.43384
N -0.13817 -0.01520 1.42372
C -1.15419 -0.91042 1.24469
C -1.72912 -0.96631 -0.04091
C -1.05721 -0.38280 -1.03675
C 0.28263 0.16533 -0.94054
O 1.15691 0.41952 -1.77914
H 1.84211 1.64552 -0.14308
H 2.36942 0.50590 0.79768
H -1.42999 -1.34396 2.24918
H -2.66844 -1.32790 -0.29311
H -1.44309 -0.57622 -2.01208
```

As for the energy above the lowest of the compared OMol25 structures with the same formula, charge and spin: 317.7 kJ/mol. For the HOMO energy, the calculation gives -8.823 eV. The HOMO-LUMO gap comes out at 0.3327 Ha. The SMILES is Nn1ncccc1=O.


Computed, not measured: C16H21N3O3 in the gas phase in a non-equilibrium geometry, with ωB97M-V/def2-TZVPD.

XYZ file:
```
43
C16H21N3O3 (ωB97M-V/def2-TZVPD)
C 2.17224 2.61008 -2.74139
C 0.79841 3.25069 -2.50337
C 0.82626 4.59697 -1.65092
C -0.42129 2.26164 -1.99419
N -0.28005 1.68772 -0.69437
C 0.50351 0.48504 -0.70482
O 0.32037 -0.40690 -1.52462
C 1.52015 0.45314 0.40744
N 1.14184 1.59445 1.32150
C 1.94543 -0.86400 1.09739
C 0.86793 -1.37303 2.12112
C 0.81173 -1.07826 3.44136
N -0.44815 -1.52852 4.05143
C -1.13327 -2.32078 3.07972
C -2.09142 -3.36453 3.25790
C -2.45579 -3.86233 1.98699
C -1.90347 -3.50239 0.74494
C -0.81207 -2.64320 0.64987
C -0.28972 -2.23315 1.92104
C -0.62058 1.13731 -3.02226
O 0.17264 0.99548 -3.86899
O -1.97325 0.73048 -3.06031
H 2.41309 1.97358 -1.92711
H 2.15193 1.84477 -3.57129
H 2.93297 3.44938 -3.05171
H 0.51551 3.50859 -3.58026
H 1.80798 5.05105 -1.62307
H 0.63891 4.33075 -0.62481
H -0.01688 5.28202 -1.96052
H -1.30364 2.91307 -1.85498
H 0.42227 2.26057 -0.10552
H 2.41276 0.77571 -0.16359
H 2.07849 2.02893 1.80355
H 0.71770 1.16669 2.13548
H 2.37581 -1.68586 0.36551
H 2.84821 -0.75309 1.68488
H 1.65642 -0.77924 4.10067
H -0.52318 -1.45121 5.10185
H -2.64192 -3.76679 4.04101
H -3.22009 -4.57243 1.76652
H -2.26047 -4.01204 -0.10262
H -0.51465 -1.95385 -0.21259
H -1.85309 0.24231 -3.88495
```

As for the energy above the lowest of the compared OMol25 structures with the same formula, charge and spin: 551.2 kJ/mol. For the HOMO energy, the calculation gives -8.087 eV. The HOMO-LUMO gap comes out at 0.3154 Ha. The SMILES is CC(C)[C@H](NC(=O)[C@@H](N)Cc1c[nH]c2ccccc12)C(=O)O.


Computed, not measured: C5H11NO in the gas phase, with ωB97M-V/def2-TZVPD.

XYZ file:
```
18
C5H11NO (ωB97M-V/def2-TZVPD)
C 0.93668 -1.29897 -0.07498
C -0.30802 -0.82765 0.67132
C 0.01434 -0.37190 2.11314
N -1.08542 0.24653 0.14830
C 0.11810 1.71528 -1.38314
C -0.98660 0.63439 -1.21645
O -0.93413 -0.44638 -1.95895
H 1.70900 -0.52190 -0.07093
H 1.34845 -2.17898 0.42916
H 0.69704 -1.54370 -1.11280
H -1.00968 -1.67493 0.76926
H -0.89912 -0.11035 2.65184
H 0.53517 -1.17342 2.64475
H 0.66862 0.50637 2.08956
H 0.10106 2.45755 -0.57946
H 1.08574 1.20900 -1.39895
H -0.03310 2.21306 -2.34503
H -1.95812 1.16600 -1.37664
```

As for the energy above the lowest of the compared OMol25 structures with the same formula, charge and spin: 514.1 kJ/mol. For the HOMO energy (alpha / beta), the calculation gives -8.999 / -8.872 eV. The HOMO-LUMO gap (alpha / beta) comes out at 0.2633 / 0.2428 Ha.